9 unconnected molecules or ions with the total composition C59H133N7O9 at a distorted geometry, computed with ωB97M-V with the def2-TZVPD basis set.

Bonds (Å) are listed after each position.
Element x y z (Å)
1 C 1.19 -0.12 2.04  C2 1.529, H5 1.095, H6 1.089, H7 1.100
2 C 0.39 1.08 1.53  C1 1.529, C3 1.515, O4 1.416, H8 1.114
3 C 0.70 1.31 0.07  C2 1.515, H9 1.071, H10 1.053, H11 1.096
4 O -1.01 0.92 1.72  C2 1.416, H12 0.992
5 H 1.17 -0.22 3.13  C1 1.095
6 H 2.21 0.02 1.70  C1 1.089
7 H 0.69 -1.06 1.75  C1 1.100
8 H 0.75 1.95 2.12  C2 1.114
9 H 1.74 1.28 -0.20  C3 1.071
10 H 0.40 2.30 -0.11  C3 1.053
11 H 0.22 0.60 -0.62  C3 1.096
12 H -1.17 1.03 2.70  O4 0.992
13 C -3.58 0.87 4.23  C14 1.540, H17 1.117, H18 1.103, H19 1.115
14 C -2.33 0.48 5.04  C13 1.540, C15 1.520, O16 1.470, H20 1.119
15 C -2.02 -1.01 4.93  C14 1.520, H21 1.105, H22 1.076, H23 1.085
16 O -1.22 1.25 4.45  C14 1.470, H24 0.972
17 H -3.59 0.46 3.19  C13 1.117
18 H -3.47 1.97 4.25  C13 1.103
19 H -4.50 0.61 4.80  C13 1.115
20 H -2.40 0.77 6.11  C14 1.119
21 H -1.19 -1.39 5.55  C15 1.105
22 H -1.86 -1.35 3.92  C15 1.076
23 H -2.91 -1.47 5.33  C15 1.085
24 H -0.44 0.91 4.93  O16 0.972
25 C -1.48 -0.99 -7.68  C26 1.504, H36 1.117, H37 1.044, H38 1.101
26 C -1.72 0.10 -6.67  C25 1.504, C27 1.565, N31 1.489, C35 1.546
27 C -3.05 0.84 -7.03  C26 1.565, C28 1.528, H39 1.105, H40 1.062
28 C -3.51 1.69 -5.85  C27 1.528, C29 1.479, H41 1.064, H42 1.082
29 C -3.65 0.92 -4.59  C28 1.479, C30 1.522, H43 1.085, H44 1.107
30 C -2.42 0.09 -4.23  C29 1.522, N31 1.427, C33 1.560, C34 1.530
31 N -2.01 -0.62 -5.40  C26 1.489, C30 1.427, O32 1.400
32 O -0.93 -1.47 -5.14  N31 1.400, H54 0.997
33 C -1.41 1.02 -3.50  C30 1.560, H45 1.145, H46 1.135, H47 1.128
34 C -2.79 -0.97 -3.18  C30 1.530, H48 1.115, H49 1.087, H50 1.101
35 C -0.51 1.05 -6.70  C26 1.546, H51 1.089, H52 1.090, H53 1.094
36 H -1.59 -0.49 -8.67  C25 1.117
37 H -2.20 -1.74 -7.66  C25 1.044
38 H -0.47 -1.44 -7.66  C25 1.101
39 H -2.87 1.51 -7.90  C27 1.105
40 H -3.79 0.10 -7.21  C27 1.062
41 H -4.45 2.11 -6.12  C28 1.064
42 H -2.87 2.55 -5.70  C28 1.082
43 H -4.46 0.21 -4.71  C29 1.085
44 H -3.90 1.58 -3.74  C29 1.107
45 H -0.36 0.79 -3.91  C33 1.145
46 H -1.53 2.12 -3.73  C33 1.135
47 H -1.34 0.88 -2.38  C33 1.128
48 H -3.30 -0.56 -2.28  C34 1.115
49 H -3.46 -1.71 -3.60  C34 1.087
50 H -1.86 -1.50 -2.93  C34 1.101
51 H -0.66 1.87 -5.99  C35 1.089
52 H -0.45 1.37 -7.74  C35 1.090
53 H 0.45 0.59 -6.43  C35 1.094
54 H -0.14 -0.88 -4.97  O32 0.997
55 C 4.50 7.75 2.31  C56 1.549, H66 1.126, H67 1.113, H68 1.076
56 C 3.67 6.44 2.28  C55 1.549, C57 1.572, N61 1.540, C65 1.540
57 C 2.28 6.84 1.68  C56 1.572, C58 1.547, H69 1.123, H70 1.086
58 C 1.44 5.60 1.27  C57 1.547, C59 1.539, H71 1.083, H72 1.086
59 C 2.34 4.80 0.30  C58 1.539, C60 1.515, H73 1.078, H74 1.116
60 C 3.62 4.25 0.89  C59 1.515, N61 1.529, C63 1.579, C64 1.497
61 N 4.42 5.47 1.36  C56 1.540, C60 1.529, O62 1.423
62 O 5.64 4.96 1.90  N61 1.423, H84 0.939
63 C 3.41 3.25 2.09  C60 1.579, H75 1.068, H76 1.071, H77 1.076
64 C 4.44 3.56 -0.14  C60 1.497, H78 1.141, H79 1.103, H80 1.083
65 C 3.45 5.84 3.68  C56 1.540, H81 1.076, H82 1.067, H83 1.108
66 H 5.44 7.53 2.89  C55 1.126
67 H 3.96 8.50 2.94  C55 1.113
68 H 4.80 8.02 1.32  C55 1.076
69 H 1.78 7.36 2.54  C57 1.123
70 H 2.45 7.49 0.83  C57 1.086
71 H 0.61 5.96 0.67  C58 1.083
72 H 1.04 5.10 2.14  C58 1.086
73 H 2.66 5.49 -0.46  C59 1.078
74 H 1.78 3.96 -0.17  C59 1.116
75 H 4.25 3.35 2.75  C63 1.068
76 H 2.48 3.43 2.59  C63 1.071
77 H 3.34 2.28 1.63  C63 1.076
78 H 3.81 2.72 -0.60  C64 1.141
79 H 4.93 4.21 -0.89  C64 1.103
80 H 5.24 2.99 0.32  C64 1.083
81 H 4.31 5.45 4.19  C65 1.076
82 H 2.64 5.15 3.65  C65 1.067
83 H 3.11 6.70 4.29  C65 1.108
84 H 6.24 5.44 1.35  O62 0.939
85 C -5.41 5.88 -0.79  C86 1.572, H96 1.090, H97 1.065, H98 1.028
86 C -5.03 4.73 -1.80  C85 1.572, C87 1.570, N91 1.421, C95 1.551
87 C -3.48 4.83 -2.04  C86 1.570, C88 1.501, H99 1.105, H100 1.078
88 C -2.73 4.29 -0.86  C87 1.501, C89 1.541, H101 1.108, H102 1.145
89 C -3.17 2.84 -0.58  C88 1.541, C90 1.553, H103 1.093, H104 1.119
90 C -4.69 2.79 -0.25  C89 1.553, N91 1.481, C93 1.511, C94 1.563
91 N -5.41 3.43 -1.37  C86 1.421, C90 1.481, O92 1.450
92 O -6.81 3.46 -0.99  N91 1.450, H114 0.957
93 C -5.16 1.35 -0.22  C90 1.511, H105 1.089, H106 1.073, H107 1.098
94 C -5.06 3.43 1.13  C90 1.563, H108 1.117, H109 1.121, H110 1.098
95 C -5.76 4.97 -3.14  C86 1.551, H111 1.080, H112 1.084, H113 1.078
96 H -5.58 6.78 -1.38  C85 1.090
97 H -4.63 6.05 -0.09  C85 1.065
98 H -6.28 5.61 -0.31  C85 1.028
99 H -3.33 4.17 -2.92  C87 1.105
100 H -3.19 5.83 -2.30  C87 1.078
101 H -2.85 4.96 0.01  C88 1.108
102 H -1.60 4.21 -1.02  C88 1.145
103 H -2.62 2.40 0.25  C89 1.093
104 H -2.98 2.22 -1.49  C89 1.119
105 H -6.16 1.30 0.19  C93 1.089
106 H -5.09 0.98 -1.23  C93 1.073
107 H -4.50 0.79 0.46  C93 1.098
108 H -4.69 2.83 1.99  C94 1.117
109 H -4.59 4.44 1.28  C94 1.121
110 H -6.14 3.62 1.24  C94 1.098
111 H -5.65 4.07 -3.73  C95 1.080
112 H -5.31 5.81 -3.67  C95 1.084
113 H -6.80 5.21 -3.01  C95 1.078
114 H -7.20 2.81 -1.58  O92 0.957
115 C 5.93 -1.20 -1.91  C116 1.536, H126 1.110, H127 1.072, H128 1.092
116 C 4.70 -2.06 -2.20  C115 1.536, C117 1.564, N121 1.479, C125 1.532
117 C 3.61 -1.44 -1.26  C116 1.564, C118 1.514, H129 1.099, H130 1.079
118 C 2.23 -1.97 -1.61  C117 1.514, C119 1.559, H131 1.113, H132 1.095
119 C 1.92 -1.60 -3.09  C118 1.559, C120 1.520, H133 1.060, H134 1.061
120 C 2.97 -2.17 -4.03  C119 1.520, N121 1.469, C123 1.540, C124 1.501
121 N 4.29 -1.72 -3.59  C116 1.479, C120 1.469, O122 1.396
122 O 5.24 -2.15 -4.52  N121 1.396, H144 0.977
123 C 2.82 -3.69 -4.21  C120 1.540, H135 1.102, H136 1.102, H137 1.079
124 C 2.71 -1.52 -5.36  C120 1.501, H138 1.079, H139 1.088, H140 1.104
125 C 5.06 -3.51 -1.89  C116 1.532, H141 1.071, H142 1.127, H143 1.126
126 H 6.87 -1.51 -2.41  C115 1.110
127 H 6.02 -1.25 -0.84  C115 1.072
128 H 5.82 -0.20 -2.34  C115 1.092
129 H 3.82 -1.63 -0.20  C117 1.099
130 H 3.63 -0.37 -1.39  C117 1.079
131 H 1.37 -1.61 -0.99  C118 1.113
132 H 2.17 -3.06 -1.56  C118 1.095
133 H 1.86 -0.54 -3.20  C119 1.060
134 H 0.97 -1.92 -3.42  C119 1.061
135 H 1.86 -4.02 -4.65  C123 1.102
136 H 3.55 -3.98 -4.97  C123 1.102
137 H 3.04 -4.30 -3.34  C123 1.079
138 H 3.35 -1.95 -6.11  C124 1.079
139 H 1.68 -1.73 -5.63  C124 1.088
140 H 2.82 -0.43 -5.25  C124 1.104
141 H 5.89 -3.77 -2.52  C125 1.071
142 H 4.16 -4.17 -2.01  C125 1.127
143 H 5.44 -3.73 -0.85  C125 1.126
144 H 5.26 -3.12 -4.58  O122 0.977
145 C 0.72 -6.39 3.55  C146 1.521, H156 1.085, H157 1.100, H158 1.083
146 C 0.69 -5.15 2.67  C145 1.521, C147 1.515, N151 1.459, C155 1.537
147 C 2.09 -4.95 2.14  C146 1.515, C148 1.510, H159 1.075, H160 1.078
148 C 2.50 -5.79 0.95  C147 1.510, C149 1.507, H161 1.144, H162 1.087
149 C 1.44 -5.85 -0.12  C148 1.507, C150 1.560, H163 1.073, H164 1.097
150 C 0.07 -6.28 0.48  C149 1.560, N151 1.480, C153 1.547, C154 1.525
151 N -0.24 -5.29 1.54  C146 1.459, C150 1.480, O152 1.412
152 O -1.58 -5.40 1.96  N151 1.412, H174 0.978
153 C -0.93 -6.04 -0.67  C150 1.547, H165 1.099, H166 1.111, H167 1.062
154 C -0.01 -7.72 0.97  C150 1.525, H168 1.108, H169 1.067, H170 1.122
155 C 0.29 -3.92 3.50  C146 1.537, H171 1.122, H172 1.127, H173 1.074
156 H -0.31 -6.69 3.69  C145 1.085
157 H 1.18 -6.24 4.54  C145 1.100
158 H 1.27 -7.10 2.95  C145 1.083
159 H 2.22 -3.93 1.84  C147 1.075
160 H 2.73 -5.04 3.00  C147 1.078
161 H 2.84 -6.85 1.23  C148 1.144
162 H 3.35 -5.35 0.45  C148 1.087
163 H 1.64 -6.56 -0.90  C149 1.073
164 H 1.22 -4.86 -0.54  C149 1.097
165 H -1.95 -6.15 -0.30  C153 1.099
166 H -0.85 -5.00 -1.08  C153 1.111
167 H -0.69 -6.68 -1.48  C153 1.062
168 H 0.90 -8.00 1.53  C154 1.108
169 H -0.77 -7.81 1.71  C154 1.067
170 H -0.08 -8.50 0.17  C154 1.122
171 H -0.75 -3.97 3.92  C155 1.122
172 H 0.27 -2.99 2.88  C155 1.127
173 H 0.91 -3.76 4.37  C155 1.074
174 H -2.00 -4.56 1.69  O152 0.978
175 C -6.08 -2.75 1.54  C176 1.471, H181 1.108, H182 1.095, H183 1.106
176 C -4.68 -3.08 1.87  C175 1.471, C177 1.555, N180 1.475, H184 1.099
177 C -3.72 -2.40 0.85  C176 1.555, O178 1.401, H185 1.111, H186 1.101
178 O -2.44 -2.83 1.23  C177 1.401, C179 1.401
179 C -1.42 -2.29 0.43  O178 1.401, H187 1.123, H188 1.107, H189 1.109
180 N -4.41 -2.75 3.28  C176 1.475, H190 1.013, H191 1.019
181 H -6.78 -3.19 2.27  C175 1.108
182 H -6.40 -3.08 0.54  C175 1.095
183 H -6.18 -1.66 1.68  C175 1.106
184 H -4.63 -4.18 1.76  C176 1.099
185 H -3.78 -1.29 0.83  C177 1.111
186 H -3.88 -2.85 -0.14  C177 1.101
187 H -1.63 -2.58 -0.64  C179 1.123
188 H -0.46 -2.75 0.70  C179 1.107
189 H -1.36 -1.18 0.51  C179 1.109
190 H -4.63 -1.79 3.54  N180 1.013
191 H -3.42 -2.84 3.51  N180 1.019
192 C 2.35 -1.73 5.70  C193 1.550, H198 1.091, H199 1.097, H200 1.079
193 C 3.42 -0.67 6.05  C192 1.550, C194 1.542, N197 1.445, H201 1.074
194 C 3.66 0.18 4.78  C193 1.542, O195 1.411, H202 1.082, H203 1.096
195 O 3.88 -0.56 3.60  C194 1.411, C196 1.412
196 C 5.01 -1.41 3.52  O195 1.412, H204 1.097, H205 1.092, H206 1.110
197 N 2.90 0.22 7.06  C193 1.445, H207 1.010, H208 1.036
198 H 1.50 -1.26 5.20  C192 1.091
199 H 1.99 -2.35 6.53  C192 1.097
200 H 2.89 -2.35 5.00  C192 1.079
201 H 4.37 -1.06 6.37  C193 1.074
202 H 4.41 0.94 4.95  C194 1.082
203 H 2.70 0.68 4.65  C194 1.096
204 H 4.94 -1.87 2.53  C196 1.097
205 H 5.03 -2.17 4.30  C196 1.092
206 H 5.94 -0.80 3.52  C196 1.110
207 H 2.76 -0.23 7.95  N197 1.010
208 H 3.68 0.88 7.22  N197 1.036

Summary:
Calculated total energy   -92190.579 eV
Kohn-Sham gap   8.623 eV
Energy above the lowest of the compared OMol25 structures with the same formula, charge and spin   0.0 kJ/mol
Charge   0
Structure (SMILES)   CC1(C)CCCC(C)(C)N1O.CC1(C)CCCC(C)(C)N1O.CC1(C)CCCC(C)(C)N1O.CC1(C)CCCC(C)(C)N1O.CC1(C)CCCC(C)(C)N1O.COC[C@H](C)N.COC[C@H](C)N.CC(C)O.CC(C)O

These are the Mulliken partial charges, in e, on atoms 1 to 99: C 1.88; C 0.52; C -0.03; O 0.53; H -1.03; H 0.50; H -1.75; H 0.06; H -0.18; H -0.23; H -0.41; H 0.12; C -1.04; C 0.23; C -0.72; O -0.60; H -0.17; H 0.44; H 0.48; H 0.36; H 0.34; H -0.30; H 0.69; H 0.19; C -1.97; C 1.71; C -1.38; C -0.76; C -0.52; C 2.30; N -0.06; O -0.31; C 0.18; C -2.18; C -1.48; H 0.45; H 0.50; H 0.22; H 0.46; H 0.42; H 0.58; H 0.26; H 0.56; H -0.56; H -0.09; H -0.02; H -0.54; H 0.15; H 0.62; H 0.25; H 0.31; H 0.56; H 0.16; H 0.02; C -1.86; C 1.61; C -1.46; C -0.29; C -1.11; C 2.11; N -0.03; O -0.43; C -1.53; C -1.99; C -1.66; H 0.37; H 0.36; H 0.48; H 0.44; H 0.39; H 0.35; H 0.29; H 0.61; H -0.17; H 0.60; H 0.06; H 0.41; H 0.20; H 0.42; H 0.46; H 0.28; H 0.34; H 0.51; H 0.40; C -2.12; C 1.66; C -0.77; C -0.58; C 0.33; C 2.07; N 0.61; O -0.58; C -1.83; C -1.26; C -2.02; H 0.49; H 0.35; H 0.44; H -0.07